(1)
DFT (ωB97M-V with the def2-TZVPD basis set) results for 2 unconnected molecules or ions with the total composition C30H64N3O.

Atoms and positions in Å:
O1 -10.528 1.361 -0.717
N1 -6.147 0.164 0.013
N2 -10.907 2.961 0.812
N3 -8.603 -3.368 -1.401
C1 10.255 1.243 -1.147
C2 9.463 -3.942 1.306
C3 5.257 1.635 -1.364
C4 6.498 0.756 -1.539
C5 -7.886 -1.380 1.131
C6 11.613 -1.870 0.117
C7 4.519 1.371 -0.032
C8 -6.213 -0.660 -1.221
C9 -12.175 0.868 0.949
C10 8.969 0.437 -0.973
C11 -2.637 1.198 0.501
C12 -7.357 0.042 0.899
C13 0.656 1.239 -0.572
C14 11.763 -0.351 0.174
C15 -3.994 0.567 -1.542
C16 -9.357 -3.072 -0.184
C17 -3.620 0.169 -0.112
C18 3.131 0.764 -0.245
C19 -11.136 1.736 0.279
C20 2.074 1.825 -0.578
C21 10.996 -3.949 1.427
C22 -0.111 1.553 0.721
C23 11.583 -2.532 1.495
C24 -5.002 -0.410 -2.141
C25 -4.871 -0.055 0.759
C26 -9.190 -1.644 0.348
C27 -11.539 3.572 1.970
C28 7.721 1.324 -0.828
C29 -1.298 0.596 0.962
C30 11.497 0.350 -1.173
H1 12.363 0.966 -1.422
H2 -4.880 0.653 1.586
H3 11.096 0.057 0.939
H4 -7.059 0.471 1.855
H5 9.074 -0.188 -0.086
H6 -11.898 0.657 1.983
H7 8.983 -4.230 2.239
H8 5.538 2.686 -1.439
H9 9.111 -2.946 1.037
H10 -12.262 2.895 2.411
H11 4.418 2.303 0.526
H12 -12.054 4.487 1.679
H13 6.289 -0.250 -1.167
H14 2.802 0.215 0.643
H15 2.309 2.226 -1.566
H16 -10.222 3.500 0.307
H17 -8.599 -2.580 -2.033
H18 10.209 1.810 -2.079
H19 -10.411 -3.203 -0.429
H20 -10.025 -1.364 0.990
H21 -6.125 1.131 -0.306
H22 0.583 1.511 1.561
H23 11.428 -4.438 0.553
H24 11.420 -0.397 -1.965
H25 12.463 -2.271 -0.440
H26 -9.079 -3.786 0.588
H27 11.316 -4.516 2.300
H28 8.857 -0.202 -1.852
H29 9.132 -4.639 0.538
H30 10.705 -2.123 -0.436
H31 6.736 0.662 -2.602
H32 -5.342 -0.091 -3.123
H33 -8.138 0.690 0.500
H34 -8.110 -1.432 2.195
H35 10.990 -1.920 2.179
H36 12.599 -2.583 1.890
H37 3.188 0.043 -1.064
H38 -2.427 1.964 -0.247
H39 -7.130 -0.392 -1.742
H40 -10.790 3.820 2.723
H41 12.777 -0.118 0.506
H42 -4.487 -1.359 -2.298
H43 0.723 0.159 -0.715
H44 -7.652 -3.643 -1.202
H45 -6.274 -1.710 -0.963
H46 2.175 2.635 0.145
H47 5.125 0.702 0.580
H48 7.491 1.413 0.238
H49 -3.102 0.633 -2.156
H50 -0.472 2.579 0.648
H51 -3.104 -0.790 -0.189
H52 10.370 1.950 -0.322
H53 7.927 2.331 -1.195
H54 -3.117 1.706 1.338
H55 4.574 1.440 -2.194
H56 -4.897 -1.052 1.194
H57 -4.430 1.575 -1.534
H58 0.090 1.648 -1.414
H59 -7.137 -2.150 0.944
H60 -13.150 1.355 0.939
H61 -12.247 -0.067 0.402
H62 -1.104 -0.324 0.412
H63 -9.222 -0.960 -0.503
H64 -1.338 0.352 2.022

Values from the calculation:
Charge = +1
LUMO energy = -2.51 eV
HOMO level = -11.51 eV
Kohn-Sham gap = 8.995 eV

=====

(2)
DFT (ωB97M-V with the def2-TZVPD basis set) results for a molecular structure, C30H64N3O4PRuSSeSi2.

Atoms and positions in Å:
Ru1 -0.130 1.055 -0.101
Se1 2.053 0.629 -0.927
S1 -1.215 3.059 1.663
P1 -0.405 -2.410 -0.681
Si1 2.227 -0.317 3.979
Si2 3.008 2.515 2.757
O1 -0.929 -1.100 -1.223
O2 -1.211 -3.623 -1.434
O3 -0.510 -2.692 0.764
O4 1.084 -2.544 -1.246
N1 -1.435 -0.025 1.715
N2 -3.248 1.441 0.143
N3 -1.276 0.129 -4.138
C1 -1.719 2.040 3.094
C2 -2.833 -2.878 -3.072
C3 -1.874 -5.184 -3.065
C4 3.031 3.631 4.294
C5 -2.062 0.821 -3.023
C6 0.903 -1.669 3.871
C7 -2.224 3.261 -3.437
C8 -1.570 -3.712 -2.828
C9 -3.683 2.815 0.180
C10 -0.451 -3.280 -3.789
C11 1.928 1.089 2.913
C12 2.153 -3.391 -0.722
C13 3.891 -1.203 3.717
C14 -0.818 2.495 -1.578
C15 -1.653 2.228 -2.686
C16 -2.778 -0.567 1.464
C17 -1.226 0.608 3.009
C18 0.203 0.137 -3.914
C19 -2.860 3.680 1.180
C20 -1.943 4.587 -3.151
C21 3.262 -3.251 -1.752
C22 -3.802 0.515 1.109
C23 -1.084 4.872 -2.096
C24 -0.549 3.845 -1.330
C25 1.695 -4.843 -0.606
C26 2.631 -2.869 0.635
C27 -1.614 0.673 -5.473
C28 2.522 3.646 1.315
C29 2.251 0.212 5.805
C30 4.838 2.061 2.529
H1 -3.659 -3.273 -2.474
H2 -2.674 4.657 0.737
H3 -3.123 -2.900 -4.128
H4 -0.150 0.654 3.182
H5 -4.717 0.039 0.744
H6 1.662 3.222 0.812
H7 -0.074 -2.293 -3.518
H8 1.826 -2.941 1.366
H9 -1.276 2.499 3.977
H10 0.491 -1.770 2.857
H11 0.434 -0.333 -2.964
H12 2.511 -5.451 -0.210
H13 -1.323 1.719 -5.495
H14 0.102 4.109 -0.502
H15 2.381 -0.643 6.490
H16 -0.807 -0.826 1.643
H17 3.319 3.715 0.561
H18 -0.975 -5.782 -2.891
H19 1.313 0.719 6.060
H20 -1.067 0.125 -6.238
H21 -3.551 3.231 -0.814
H22 3.485 -3.459 0.982
H23 4.953 1.433 1.635
H24 -1.562 -0.846 -4.081
H25 4.092 -1.288 2.642
H26 -3.403 3.845 2.111
H27 1.317 -2.649 4.147
H28 -2.684 0.588 -5.648
H29 -3.277 1.055 -0.783
H30 -3.132 -1.108 2.349
H31 -2.648 -1.849 -2.752
H32 2.925 -1.817 0.552
H33 -0.846 5.901 -1.856
H34 3.799 4.418 4.193
H35 0.065 -1.465 4.550
H36 3.500 -2.191 -1.873
H37 4.717 -0.632 4.165
H38 5.190 1.487 3.397
H39 0.554 1.163 -3.866
H40 1.401 -5.241 -1.584
H41 3.074 0.920 5.990
H42 3.264 3.046 5.197
H43 2.940 -3.653 -2.719
H44 2.262 4.661 1.643
H45 -1.685 0.029 3.820
H46 -4.744 2.910 0.435
H47 3.903 -2.216 4.152
H48 0.839 -4.913 0.070
H49 -0.827 -3.292 -4.818
H50 0.400 -3.960 -3.723
H51 -2.801 2.119 3.176
H52 -2.389 5.384 -3.732
H53 -1.917 0.189 -2.159
H54 0.687 -0.405 -4.727
H55 -2.925 3.028 -4.234
H56 -4.081 1.066 2.005
H57 4.157 -3.787 -1.426
H58 1.310 0.863 2.016
H59 5.487 2.949 2.421
H60 -2.650 -5.519 -2.371
H61 -2.216 -5.344 -4.093
H62 2.057 4.116 4.444
H63 -3.100 0.775 -3.357
H64 -2.710 -1.277 0.648

Values from the calculation:
Charge = -1
LUMO energy (alpha / beta) = 1.69 / 1.69 eV
2S+1 = 2
HOMO level (alpha / beta) = -2.50 / -2.49 eV
Kohn-Sham gap (alpha / beta) = 4.191 / 4.175 eV
Expectation value of S² = 1.113

=====

Number 1: maximum force 0.88 eV/A. Number 2: maximum force 1.91 eV/A.